Entry 1:
ORCA calculation (ωB97M-V/def2-TZVPD) on a 10-piece molecular cluster, C18H18Cl27FO2 overall.

Geometry as XYZ:
```
66
Properties=species:S:1:pos:R:3:lowdin_charge:R:1
C 0.40 -3.75 -0.79 -0.1035
C 0.82 -2.33 -0.18 -0.1611
C -0.16 -1.58 0.54 -0.0069
C 0.34 -0.19 1.16 -0.4085
O -0.53 0.62 1.57 -0.0214
C 1.88 0.15 1.31 -0.0501
C 2.85 -0.63 0.61 -0.1522
C 4.43 -0.36 0.77 -0.2613
C 4.82 0.73 -0.33 -0.0518
F 5.19 -1.57 0.59 -0.0482
C 2.31 -1.80 -0.34 -0.3087
O 3.04 -2.30 -1.22 0.0686
H 0.79 -3.93 -1.84 0.0906
H -0.73 -3.85 -0.70 0.0159
H 0.83 -4.53 -0.06 0.0850
H -1.22 -1.96 0.67 0.0811
H 2.22 1.01 1.98 0.1439
H 4.59 0.00 1.83 0.1437
H 4.82 0.27 -1.37 0.1001
H 5.84 1.15 -0.07 0.0287
H 4.01 1.54 -0.27 0.0816
C -3.00 2.75 2.98 -1.5102
Cl -4.76 2.88 3.01 0.5091
Cl -2.34 3.51 1.53 0.5327
Cl -2.30 3.47 4.43 0.5341
H -2.73 1.69 2.96 0.0115
C 7.44 3.67 1.90 -1.5184
Cl 7.90 3.02 0.32 0.5320
Cl 5.79 3.20 2.31 0.5288
Cl 8.57 3.13 3.15 0.4981
H 7.49 4.75 1.85 0.0206
C -5.64 2.94 -0.69 -1.5538
Cl -7.39 3.09 -0.42 0.5147
Cl -5.27 1.41 -1.50 0.5113
Cl -5.04 4.31 -1.63 0.5219
H -5.15 2.94 0.28 -0.0633
C 12.71 3.82 2.49 -1.5314
Cl 13.50 2.29 2.88 0.5232
Cl 11.17 3.54 1.66 0.4803
Cl 12.46 4.78 3.96 0.5178
H 13.36 4.38 1.82 0.0146
C 0.76 2.11 -1.89 -1.4388
Cl 1.22 0.59 -1.10 0.8136
Cl 1.49 2.21 -3.50 0.5408
Cl -1.00 2.24 -2.00 0.5362
H 1.13 2.93 -1.29 0.0269
C -5.11 0.47 -5.18 -1.5547
Cl -4.70 -1.04 -4.35 0.5059
Cl -4.41 0.49 -6.81 0.5246
Cl -6.86 0.69 -5.26 0.5225
H -4.68 1.30 -4.62 -0.0031
C -7.57 -0.64 1.83 -1.5056
Cl -9.01 0.06 1.08 0.5256
Cl -6.98 -2.01 0.89 0.4977
Cl -6.30 0.57 2.01 0.4857
H -7.85 -1.00 2.82 0.0180
C -5.91 -4.65 -3.14 -1.5258
Cl -5.15 -6.20 -2.75 0.5181
Cl -7.47 -4.91 -3.94 0.5334
Cl -6.13 -3.67 -1.68 0.4537
H -5.26 -4.11 -3.82 -0.0039
C -2.74 -5.58 1.21 -1.4850
Cl -4.18 -4.90 0.46 0.4991
Cl -2.10 -6.92 0.25 0.5377
Cl -1.52 -4.31 1.43 0.6204
H -3.01 -5.96 2.20 0.0180
```

Values from the calculation:
- Kohn-Sham gap (eV) = 8.21
- electronic energy (eV) = -363870.7045
- SMILES string = CC1=CC(=O)C=C([C@H](C)F)C1=O.ClC(Cl)Cl.ClC(Cl)Cl.ClC(Cl)Cl.ClC(Cl)Cl.ClC(Cl)Cl.ClC(Cl)Cl.ClC(Cl)Cl.ClC(Cl)Cl.ClC(Cl)Cl
- highest occupied orbital energy (Ha) = -0.353
- LUMO energy (Ha) = -0.051
- largest force on an atom (eV/A) = 3.89


Entry 2:
ORCA calculation (ωB97M-V/def2-TZVPD) on a 15-piece molecular cluster, C35H95N5O40S10 overall.

Geometry as XYZ:
```
185
Properties=species:S:1:pos:R:3:lowdin_charge:R:1
C -10.79 -22.39 13.31 0.0363
N -11.12 -20.96 13.60 -0.3985
O -11.00 -20.54 14.76 0.0492
O -11.32 -20.20 12.60 0.0139
H -11.53 -22.70 12.57 0.0978
H -10.77 -22.97 14.24 0.0982
H -9.81 -22.38 12.84 0.1031
C -12.62 -21.69 22.07 0.0435
N -13.57 -21.79 20.92 -0.4399
O -13.48 -21.05 20.01 0.0881
O -14.35 -22.79 20.88 0.0162
H -12.90 -20.78 22.60 0.1002
H -11.62 -21.77 21.64 0.1001
H -12.70 -22.51 22.78 0.0921
C -11.01 -12.59 28.24 0.0435
N -11.52 -13.13 29.56 -0.4143
O -12.75 -12.93 29.74 0.0210
O -10.79 -13.72 30.33 0.0634
H -9.99 -12.97 28.08 0.0940
H -10.84 -11.53 28.43 0.0945
H -11.76 -12.70 27.45 0.0979
C -6.25 -20.74 20.87 0.0506
N -6.44 -21.84 19.88 -0.4490
O -5.49 -22.50 19.38 0.0185
O -7.53 -22.12 19.55 0.0795
H -6.89 -20.99 21.72 0.0997
H -6.40 -19.79 20.36 0.1073
H -5.23 -20.85 21.23 0.0934
C -2.57 -10.95 28.26 0.0393
N -3.97 -11.24 27.73 -0.4080
O -4.22 -11.00 26.59 0.0749
O -4.84 -11.64 28.57 0.0167
H -1.98 -10.08 27.97 0.0946
H -1.99 -11.83 27.97 0.0930
H -2.50 -10.96 29.35 0.0894
O -11.40 0.01 26.58 -0.3041
S -12.62 -0.70 27.12 0.7164
O -13.94 -0.15 26.98 -0.3031
O -12.59 -2.26 26.47 -0.2703
C -13.58 -3.24 26.87 -0.2717
C -15.04 -2.79 26.75 -0.0880
C -12.49 -1.18 28.90 -0.1048
H -13.34 -3.52 27.89 0.0944
H -13.51 -4.19 26.35 0.1180
H -15.17 -2.18 25.86 0.0822
H -15.34 -2.19 27.61 0.0637
H -15.79 -3.58 26.70 0.0764
H -13.31 -1.85 29.15 0.0529
H -12.49 -0.26 29.49 0.0690
H -11.53 -1.66 29.04 0.0690
O 0.63 -3.98 18.87 -0.3332
S 0.65 -5.41 18.35 0.7566
O 1.77 -6.30 18.72 -0.3191
O -0.81 -6.16 18.58 -0.2806
C -1.02 -7.44 18.06 -0.3382
C -1.65 -8.20 19.16 -0.0711
C 0.56 -5.23 16.45 -0.0911
H -0.11 -7.89 17.67 0.1200
H -1.76 -7.36 17.26 0.1252
H -1.26 -8.00 20.16 0.0922
H -1.36 -9.20 18.85 0.0848
H -2.73 -8.11 19.23 0.0840
H 1.50 -4.96 15.99 0.0664
H -0.19 -4.49 16.20 0.0610
H 0.11 -6.14 16.04 0.0432
O -11.75 0.67 20.71 -0.2961
S -12.98 0.23 20.05 0.7026
O -14.28 0.31 20.78 -0.3157
O -13.06 1.15 18.70 -0.2570
C -14.18 0.95 17.85 -0.3348
C -15.08 2.06 18.03 -0.0927
C -12.74 -1.48 19.36 -0.0949
H -14.67 0.07 18.28 0.0991
H -13.96 0.81 16.79 0.1331
H -15.24 2.34 19.07 0.0916
H -16.00 2.04 17.45 0.0908
H -14.59 2.93 17.60 0.0856
H -13.11 -1.52 18.33 0.0531
H -13.32 -2.21 19.93 0.0682
H -11.69 -1.75 19.35 0.0670
O -8.30 -14.22 20.59 -0.3193
S -9.58 -14.35 21.33 0.7267
O -9.74 -15.46 22.31 -0.3212
O -9.83 -12.95 22.13 -0.2620
C -9.69 -11.76 21.51 -0.3542
C -10.80 -10.76 21.87 -0.0458
C -11.01 -14.39 20.12 -0.0843
H -9.72 -11.92 20.43 0.1094
H -8.70 -11.39 21.76 0.1286
H -10.78 -10.59 22.95 0.0802
H -11.74 -11.09 21.44 0.0745
H -10.62 -9.80 21.38 0.0799
H -10.57 -14.72 19.19 0.0658
H -11.48 -13.41 20.01 0.0544
H -11.83 -15.04 20.45 0.0673
O 2.52 -17.51 24.47 -0.3179
S 2.15 -16.23 25.07 0.7306
O 3.21 -15.19 25.26 -0.3266
O 0.93 -15.51 24.15 -0.2924
C -0.04 -16.35 23.47 -0.2683
C -1.21 -15.43 23.35 -0.0836
C 1.18 -16.65 26.70 -0.0821
H -0.34 -17.24 24.03 0.1151
H 0.35 -16.73 22.52 0.1195
H -1.83 -15.58 24.23 0.0759
H -1.87 -15.79 22.56 0.0790
H -1.08 -14.36 23.19 0.0877
H 0.75 -17.65 26.58 0.0496
H 0.30 -16.03 26.89 0.0552
H 1.82 -16.73 27.58 0.0585
O -7.83 -4.41 24.25 -0.3233
S -6.66 -3.69 24.77 0.7197
O -6.69 -2.21 24.61 -0.2970
O -6.57 -4.02 26.37 -0.2775
C -6.59 -5.39 26.67 -0.3008
C -6.75 -5.41 28.20 -0.0646
C -5.00 -4.62 24.25 -0.0754
H -5.69 -5.92 26.38 0.1043
H -7.49 -5.85 26.25 0.1169
H -5.93 -4.97 28.76 0.0801
H -6.99 -6.45 28.43 0.0773
H -7.61 -4.87 28.59 0.0784
H -4.19 -4.30 24.90 0.0605
H -4.78 -4.47 23.19 0.0571
H -4.98 -5.70 24.41 0.0442
O -4.21 -14.42 10.80 -0.3236
S -5.37 -14.52 9.87 0.6769
O -5.45 -15.66 9.01 -0.2750
O -6.81 -14.41 10.72 -0.3102
C -7.04 -13.40 11.70 -0.2577
C -7.62 -14.23 12.87 -0.0702
C -5.60 -12.98 8.90 -0.0993
H -7.79 -12.65 11.43 0.1164
H -6.07 -12.97 11.95 0.1114
H -6.88 -14.94 13.24 0.0820
H -8.54 -14.77 12.64 0.0778
H -8.03 -13.65 13.69 0.0712
H -5.08 -13.24 7.97 0.0652
H -5.08 -12.12 9.31 0.0703
H -6.68 -12.95 8.91 0.0648
O -17.23 -13.52 14.15 -0.3158
S -17.33 -14.50 15.28 0.7167
O -17.34 -14.01 16.65 -0.2961
O -18.63 -15.60 14.98 -0.2612
C -19.10 -16.37 16.03 -0.3373
C -20.63 -16.61 15.88 -0.0568
C -15.96 -15.65 14.96 -0.1051
H -18.89 -15.93 17.01 0.1081
H -18.67 -17.37 16.06 0.1114
H -21.15 -15.66 16.06 0.0726
H -20.92 -17.17 16.77 0.0754
H -20.85 -17.00 14.89 0.0790
H -16.03 -15.84 13.89 0.0743
H -15.94 -16.48 15.67 0.0736
H -15.19 -14.91 15.19 0.0613
O -4.16 -19.00 30.33 -0.3225
S -4.19 -19.76 29.04 0.7281
O -3.22 -19.72 27.94 -0.3054
O -4.19 -21.34 29.50 -0.3153
C -3.05 -22.08 29.80 -0.2730
C -2.97 -22.85 28.45 -0.0756
C -5.96 -19.73 28.49 -0.0893
H -3.29 -22.82 30.57 0.1174
H -2.12 -21.60 30.09 0.1262
H -3.93 -23.31 28.27 0.0823
H -2.18 -23.60 28.42 0.0714
H -2.65 -22.10 27.72 0.0620
H -6.45 -18.94 29.07 0.0627
H -6.65 -20.52 28.76 0.0727
H -5.77 -19.57 27.43 0.0580
O -12.34 -6.73 15.07 -0.3083
S -11.31 -7.58 14.46 0.6982
O -10.72 -8.77 15.13 -0.3062
O -11.63 -7.80 12.87 -0.2850
C -11.97 -6.73 12.04 -0.2869
C -11.19 -6.86 10.64 -0.0301
C -9.92 -6.47 14.21 -0.1276
H -11.83 -5.73 12.43 0.1127
H -13.03 -6.89 11.87 0.1185
H -10.25 -6.35 10.85 0.0643
H -11.91 -6.31 10.02 0.0720
H -11.09 -7.87 10.25 0.0760
H -10.33 -5.46 14.12 0.0646
H -9.44 -6.76 13.28 0.0650
H -9.22 -6.59 15.04 0.0729
```

Values from the calculation:
- Kohn-Sham gap (eV) = 10.36
- electronic energy (eV) = -235507.7151
- highest occupied orbital energy (Ha) = -0.394
- LUMO energy (Ha) = -0.013
- energy above the lowest of the compared OMol25 structures with the same formula, charge and spin (kJ/mol) = 202.27
- largest force on an atom (eV/A) = 5.00


Entry 3:
ORCA calculation (ωB97M-V/def2-TZVPD) on a 2-piece molecular cluster, C24H52BN3O10P3 overall.

Geometry as XYZ:
```
93
Properties=species:S:1:pos:R:3:lowdin_charge:R:1
C 2.52 2.19 2.82 -0.0250
C 2.92 1.28 1.73 -0.1673
C 1.78 0.34 1.12 -0.2311
N 1.49 0.40 -0.30 -0.0694
C 1.13 1.69 -0.93 -0.3287
P 2.82 2.36 -1.59 0.8288
O 2.73 3.64 -2.44 -0.4830
C 0.55 2.84 -0.01 -0.5107
O -0.19 2.67 1.05 -0.0906
O 0.75 4.20 -0.30 -0.1641
C 0.14 1.26 -2.18 -0.2402
C -0.14 2.56 -3.16 -0.0532
C 0.74 2.49 -4.53 -0.2702
N 0.69 3.85 -5.16 -0.0225
O 0.80 0.33 -3.01 -0.1470
C 0.42 -0.98 -3.27 -0.5095
C -0.95 -1.35 -4.02 -0.1842
C -1.68 -0.18 -4.82 -0.1317
C -3.05 0.17 -4.44 -0.0198
C 0.59 -2.09 -2.07 -0.2171
N 0.08 -3.45 -2.47 -0.1528
C -0.37 -4.25 -1.29 -0.1387
P 1.78 -1.65 -4.51 0.9994
C 3.40 -0.68 -4.26 -0.3162
C 1.31 -1.35 -6.31 -0.4146
C 2.17 -0.15 -7.03 -0.1758
B -1.30 0.96 -1.51 -0.4800
O -2.23 2.07 -1.24 0.0794
O -1.86 -0.34 -1.15 -0.0684
C -1.80 -0.44 0.32 -0.0782
H 2.67 1.95 3.93 0.0535
H 1.97 3.18 2.56 0.0744
H 4.02 1.32 1.43 0.0770
H 0.83 0.48 1.77 0.1014
H 2.12 -0.75 1.37 0.1351
H 2.19 -0.12 -0.87 0.0968
H 3.71 2.69 -0.48 0.0231
H 3.53 1.38 -2.36 -0.0095
H -1.24 2.56 -3.55 0.1117
H 0.15 3.55 -2.67 0.1171
H 0.34 1.73 -5.28 0.0735
H 1.84 2.25 -4.34 0.0822
H 1.61 4.17 -5.47 0.0583
H 0.06 3.75 -5.99 0.0544
H -0.79 -2.24 -4.75 0.1002
H -1.72 -1.75 -3.25 0.1195
H -1.28 0.38 -5.74 0.0935
H -3.81 -0.70 -4.54 0.0675
H -3.34 1.18 -4.01 0.0559
H 0.23 -1.73 -1.06 0.0941
H 1.74 -2.22 -1.97 0.1015
H 0.79 -3.94 -3.03 0.0724
H -0.80 -3.64 -0.43 0.0832
H -1.16 -5.00 -1.69 0.0792
H 0.53 -4.91 -0.97 0.0811
H 3.84 -0.82 -3.20 0.0376
H 4.17 -1.12 -5.00 0.0428
H 3.28 0.43 -4.53 0.0292
H 1.64 -2.30 -6.89 0.0706
H 0.20 -1.22 -6.54 0.0568
H 1.78 -0.12 -8.11 0.0708
H 3.29 -0.40 -7.05 0.0654
H 1.98 0.88 -6.56 0.0504
H -3.08 1.84 -1.69 0.1075
H -2.60 -1.17 0.69 0.1012
H -0.73 -0.73 0.63 0.0769
H -2.02 0.57 0.83 0.0988
O -0.98 -0.95 8.11 -0.2689
P -0.84 -0.60 6.62 0.7235
O -2.35 -1.15 6.18 -0.2389
C -3.50 -0.84 6.96 -0.3043
C -4.02 0.56 6.69 -0.0813
O 0.04 -1.93 6.18 -0.2277
C 0.69 -2.75 7.14 -0.3044
C -0.22 -3.87 7.60 -0.0795
O -0.59 -0.11 5.01 -0.1975
C -1.49 0.71 4.29 -0.2852
C -1.37 2.16 4.68 -0.0643
H -3.31 -0.97 8.03 0.1013
H -4.27 -1.57 6.69 0.1172
H -3.26 1.31 6.90 0.0639
H -4.89 0.77 7.32 0.0774
H -4.33 0.67 5.65 0.0751
H 1.06 -2.15 7.98 0.1028
H 1.57 -3.18 6.65 0.1140
H -1.17 -3.49 8.00 0.0683
H 0.26 -4.47 8.38 0.0733
H -0.47 -4.53 6.77 0.0761
H -2.52 0.34 4.37 0.0963
H -1.23 0.60 3.23 0.1126
H -1.48 2.30 5.76 0.0608
H -2.13 2.76 4.16 0.0908
H -0.39 2.55 4.40 0.0757
```

Values from the calculation:
- Kohn-Sham gap (eV) = 4.92
- electronic energy (eV) = -79208.8949
- highest occupied orbital energy (Ha) = -0.163
- LUMO energy (Ha) = 0.017
- charge = -1
- largest force on an atom (eV/A) = 8.76


Which of these has the lowest LUMO energy? C18H18Cl27FO2


Which of these has the lowest highest occupied orbital energy? C35H95N5O40S10